1.
Entry from OMol25: a 4-piece molecular cluster, C9H24BrN3O3 overall (the ωB97M-V functional and the def2-TZVPD basis).

Last column: Löwdin charge in e.
Element x y z (Å)
N  0.3621  -3.6690  -3.1677  0.11
N  2.5089  3.2986  0.7017  0.12
H  0.2848  -5.8807  -5.9193  0.10
H  0.1657  -2.6884  -3.0269  0.15
H  4.1930  5.2548  1.5049  0.08
H  3.7030  1.7090  1.2262  0.10
H  3.8876  6.5034  0.2509  0.11
H  0.1524  -5.4228  -1.8242  0.10
N  -3.7358  1.3775  2.7574  0.11
C  -2.9210  0.7113  3.8614  -0.37
C  0.5812  -5.5237  -4.9331  0.03
H  0.0200  -3.9287  -1.0255  0.10
H  1.6324  -5.3994  -5.1928  0.10
H  -3.1342  1.5107  1.9572  0.15
H  2.2373  3.4042  1.6687  0.18
C  3.4347  5.7592  0.9060  0.04
O  -3.2065  0.7570  5.0403  0.16
H  1.7285  2.8525  0.2412  0.15
H  0.5168  -6.3607  -4.2378  0.09
H  4.6516  3.0874  1.0329  0.10
C  3.8487  2.5413  0.5376  0.05
H  -1.0597  0.3906  2.9232  0.08
H  -5.2876  -0.0283  3.0511  0.11
H  -1.3734  -0.5725  4.4039  0.10
H  -2.1796  -0.9913  2.7750  0.09
Br  -0.8010  0.4227  -1.1050  -0.86
H  -4.1359  2.2450  3.0853  0.18
H  -4.2045  -0.3260  1.5889  0.10
O  -0.9005  -3.5123  -5.1368  0.17
H  4.1156  2.2036  -0.4639  0.12
C  -0.1397  -4.2244  -4.4858  -0.33
H  -1.3747  -4.4618  -2.0336  0.11
O  1.9327  4.9751  -0.7599  0.20
H  1.3701  -3.7286  -3.1447  0.17
C  -1.7798  -0.2350  3.4505  0.03
C  2.6238  4.7034  0.1618  -0.39
C  -0.2890  -4.4331  -1.9411  0.06
C  -4.7919  0.3834  2.1719  0.07
H  -5.4244  0.9805  1.5150  0.11
H  2.7883  6.3156  1.5848  0.11

DFT total energy (Ha): -3320.68221
E_LUMO (eV): -5.08
M (g mol⁻¹): 302.21
Kohn-Sham gap (eV): 7.0
Total charge: +2

=====

2.
Entry from OMol25: C42H36Br2MoN2P2 as an isolated structure (the ωB97M-V functional and the def2-TZVPD basis).

Last column: Löwdin charge in e.
Element x y z (Å)
C  -5.4028  2.1974  0.8415  -0.36
C  -1.7097  -3.5680  -0.1344  -0.05
C  -6.8847  -0.8092  -0.4622  -0.10
H  0.9475  -4.2977  -2.0853  0.12
H  1.6185  3.9442  -2.3401  0.12
H  1.0064  4.5581  -4.6526  0.14
C  -6.3030  4.0293  2.7156  0.02
H  2.2054  -0.9795  1.4868  0.15
C  -6.1395  0.1421  -1.1749  -0.42
H  -0.8943  3.4567  -5.7738  0.14
C  0.7849  3.4560  -2.8289  -0.04
H  -3.0350  -3.8251  -4.9614  0.13
H  -7.4571  1.5022  0.7859  0.11
C  -3.5335  1.6414  -1.3977  -0.40
N  1.6300  -0.3019  -1.5295  -0.04
C  2.6368  0.4549  -2.0167  -0.08
Mo  0.1174  0.4462  -0.2098  1.40
C  -1.4644  -1.0592  -3.7985  -0.09
C  -4.9563  4.0308  2.3384  -0.03
H  -9.0585  -1.6813  -2.8985  0.13
C  0.9786  2.2211  1.2820  -0.30
C  0.4393  3.7996  -4.1290  0.00
P  -1.9654  0.7155  -1.7468  0.99
C  -1.4440  -2.2313  0.0200  -0.13
C  -3.4491  -1.5329  -2.5061  -0.10
C  0.2691  -3.7159  -1.4787  -0.01
H  -4.1342  -1.3080  -1.6994  0.07
H  -8.2388  3.1337  2.4492  0.14
H  -0.0888  -1.4061  2.3466  0.15
C  -6.7570  2.1937  1.2340  -0.04
H  -1.0501  -2.4157  -5.4008  0.13
P  -4.8479  0.9826  -0.3000  1.15
C  -2.3434  -0.7211  -2.7628  -0.38
C  -1.0695  1.8850  -2.7818  -0.39
H  2.5938  -3.2589  -2.8256  0.12
H  -0.6013  -0.4408  -4.0164  0.11
C  0.1933  -0.4099  2.0322  -0.08
H  -5.8878  1.1693  -3.0738  0.11
C  0.4847  -2.3702  -1.2614  -0.18
H  2.6139  1.5080  -1.7743  0.11
C  -0.6379  3.1804  -4.7595  0.00
C  -6.4348  0.4205  -2.5154  -0.07
Br  -1.1535  -6.1403  -1.1834  0.97
H  4.4375  0.5972  -3.1530  0.13
C  -1.3884  2.2207  -4.0968  -0.05
H  -3.2302  2.6197  -1.0190  0.06
H  -2.5827  -4.0098  0.3256  0.13
H  0.2655  2.3525  -1.1031  0.04
H  -1.7973  0.4068  2.2328  0.13
H  -3.9790  1.8141  -2.3828  0.07
C  -1.7153  -2.1747  -4.5819  -0.03
C  1.8807  1.1503  1.1865  -0.07
C  -7.4873  -0.2386  -3.1244  -0.03
H  2.9035  1.3383  0.8849  0.15
C  -3.6942  -2.6465  -3.2949  -0.03
C  2.6067  -2.2029  -2.5986  -0.01
C  -7.1960  3.1155  2.1627  -0.01
H  -7.7393  -0.0104  -4.1513  0.13
C  -0.3863  1.8993  1.5110  -0.12
C  0.0223  2.4998  -2.1743  -0.17
C  1.6206  -1.6264  -1.8283  -0.18
H  -8.5199  -2.1868  -0.5402  0.13
C  -0.7715  0.5992  1.9466  -0.12
C  3.6481  -1.4142  -3.0877  -0.64
H  -6.6554  4.7527  3.4392  0.14
C  -8.2334  -1.1751  -2.4149  -0.01
H  2.3173  3.6844  0.4406  0.10
C  -0.8382  -4.3354  -0.9074  -0.65
H  -2.1161  -1.6024  0.5900  0.11
H  -1.1225  2.6910  1.4716  0.13
C  1.4052  3.6290  1.0332  0.01
C  -7.9333  -1.4607  -1.0865  -0.03
C  -4.5016  3.1155  1.4180  -0.09
H  -6.6492  -1.0316  0.5725  0.12
H  -2.2171  1.7381  -4.6012  0.13
N  -0.3651  -1.6260  -0.5143  -0.07
H  -3.4610  3.1248  1.1144  0.08
H  -4.2803  4.7586  2.7662  0.13
C  -2.8315  -2.9657  -4.3362  -0.02
H  0.6179  4.2252  0.5727  0.10
Br  4.9961  -2.1657  -4.1083  0.98
C  1.4880  -0.1712  1.5423  -0.10
C  3.6525  -0.0512  -2.7893  -0.04
H  -4.5659  -3.2585  -3.1035  0.13
H  1.6280  4.0872  2.0028  0.13

DFT total energy (Ha): -7629.12874
E_LUMO (spin up / spin down) (eV): -12.33 / -12.73
M (g mol⁻¹): 886.46
Spin multiplicity: 3
⟨S²⟩: 2.03
Kohn-Sham gap (spin up / spin down) (eV): 6.0 / 6.0
Total charge: +4

=====

Look up the DFT total energy of the second one. -7629.12874 Ha